DFT (ωB97M-V/def2-TZVPD) results for a single CH2INO2S molecule in a non-equilibrium geometry.

```
8
CH2INO2S (ωB97M-V/def2-TZVPD)
S 1.05 0.92 -1.09
N -1.16 -0.45 -0.50
H -2.13 -0.76 1.12
C -1.22 -0.60 0.70
H -0.24 -0.57 1.28
O 0.15 -0.44 -1.04
O 0.47 1.95 -0.29
I 3.09 -0.06 -0.18
```

Results
* LUMO energy: -0.654 eV
* Kohn-Sham gap: 8.91 eV
* HOMO: -9.5650 eV